Model P:
Below is a 2-piece molecular cluster, C2ClNO2 overall, with properties calculated with the ωB97M-V functional and the def2-TZVPD basis.

The value obtained for the HOMO energy is -10.538 eV.

```
! RIJCOSX wB97M-V def2-TZVPD def2/J DEFGRID3
* xyz 0 1
C -0.660 0.932 -0.027
C 1.053 -1.086 0.264
N -1.705 0.529 -0.485
O 0.307 1.479 0.311
O 2.158 -1.302 0.106
Cl -2.791 -0.575 0.149
*
```


Model Q:
Below is one molecule with the formula C2ClNO2, with properties calculated with the ωB97M-V functional and the def2-TZVPD basis.

The SMILES is O=C=NC(=O)Cl. The value obtained for the HOMO energy is -11.320 eV.

```
! RIJCOSX wB97M-V def2-TZVPD def2/J DEFGRID3
* xyz 0 1
O 1.484 0.942 1.422
C 0.573 0.153 1.121
N -0.263 -0.618 0.732
C -0.537 -0.369 -0.604
O -1.614 -0.802 -1.020
Cl 0.357 0.694 -1.651
*
```


Top of the stability list: model Q, leading by 0.931 eV.


Model P:
Below is C4H7N3O3 as an isolated structure, with properties calculated with the ωB97M-V functional and the def2-TZVPD basis.

The value obtained for the HOMO energy is -9.645 eV.

```
! RIJCOSX wB97M-V def2-TZVPD def2/J DEFGRID3
* xyz 0 1
O 3.556 2.371 0.411
C 2.748 2.325 -0.487
H 2.899 2.757 -1.493
O 1.826 0.871 -0.687
H 1.790 0.702 -1.635
N 0.723 3.177 -0.033
C 0.386 3.728 1.268
C -0.879 4.527 1.229
N -1.024 5.662 1.850
O -2.324 6.005 1.723
N -2.976 5.150 0.906
C -2.108 4.253 0.550
H 0.645 1.871 -0.262
H 0.250 2.900 1.978
H 1.183 4.369 1.672
H -2.349 3.462 -0.155
H 0.714 3.864 -0.779
*
```


Model Q:
Below is one molecule with the formula C4H7N3O3, with properties calculated with the ωB97M-V functional and the def2-TZVPD basis.

The SMILES is C[C@H](O)c1c(N)no[n+]1[O-]. The value obtained for the HOMO energy is -9.130 eV.

```
! RIJCOSX wB97M-V def2-TZVPD def2/J DEFGRID3
* xyz 0 1
C 0.747 1.282 0.981
C 0.248 0.593 -0.382
O 0.238 1.532 -1.440
C -1.147 0.117 -0.154
C -2.061 -1.095 -0.216
N -1.734 -2.336 -0.605
N -3.254 -0.649 0.025
O -3.297 0.615 0.302
N -1.948 1.100 0.107
O -1.832 2.311 0.133
H 0.255 2.130 1.138
H 1.789 1.540 0.649
H 0.729 0.611 1.848
H 1.113 -0.077 -0.647
H -0.496 2.093 -1.358
H -0.999 -2.622 -1.306
H -2.408 -3.093 -0.777
*
```


Top of the stability list: model P, leading by 0.083 eV.


Model P:
Below is one molecule with the formula C4H5NOS2, with properties calculated with the ωB97M-V functional and the def2-TZVPD basis.

The SMILES is C#C[C@H](S)C(=O)NS. The value obtained for the HOMO energy is -9.392 eV.

```
! RIJCOSX wB97M-V def2-TZVPD def2/J DEFGRID3
* xyz 0 1
C -1.298 -1.579 -1.341
C -0.638 -0.586 -1.215
C 0.213 0.583 -0.952
S 1.930 0.366 -1.327
C -0.177 1.264 0.373
O -0.649 2.365 0.308
N 0.008 0.630 1.585
S 0.789 -0.813 1.902
H -1.959 -2.396 -1.474
H -0.042 1.312 -1.672
H 2.214 -0.669 -0.534
H -0.129 1.245 2.406
H -0.261 -1.721 1.940
*
```


Model Q:
Below is C4H5NOS2 as an isolated structure, with properties calculated with the ωB97M-V functional and the def2-TZVPD basis.

The value obtained for the HOMO energy is -7.889 eV.

```
! RIJCOSX wB97M-V def2-TZVPD def2/J DEFGRID3
* xyz 0 1
C 0.283 -0.824 0.174
C -0.185 0.516 -0.290
C -1.090 0.488 1.727
C 0.070 1.041 -1.575
H 1.548 -2.434 -0.244
H 1.385 -0.808 -1.474
H -0.328 1.048 2.310
H -2.159 0.275 2.329
H -0.210 2.211 -1.890
N 1.343 -1.356 -0.591
O -1.243 0.975 0.527
S -0.497 -1.306 1.688
S 1.084 0.173 -2.692
*
```


Model R:
Below is a 2-piece molecular cluster, C4H5NOS2 overall, with properties calculated with the ωB97M-V functional and the def2-TZVPD basis.

The value obtained for the HOMO energy is -7.976 eV.

```
! RIJCOSX wB97M-V def2-TZVPD def2/J DEFGRID3
* xyz 0 1
C -1.892 -0.239 -0.078
C -0.905 -1.307 0.057
C 0.353 -0.824 -0.112
C -1.159 0.882 -0.209
H -3.521 -1.032 0.589
H -1.151 -2.410 0.279
H 1.767 -2.635 1.502
H 0.537 2.123 1.528
H -1.422 2.000 -0.437
N 0.165 0.619 -0.313
O -3.285 -0.120 0.089
S 1.889 -1.547 -0.089
S 1.269 2.016 0.093
*
```


Top of the stability list: model P, leading by 1.453 eV.


Model P:
Below is a 2-piece molecular cluster, C3H9N3O3 overall, with properties calculated with the ωB97M-V functional and the def2-TZVPD basis.

The SMILES is [H]/N=C\NN.COC(=O)O. The value obtained for the HOMO energy is -9.218 eV.

```
! RIJCOSX wB97M-V def2-TZVPD def2/J DEFGRID3
* xyz 0 1
H 0.637 -1.586 -1.525
N 1.118 -0.770 -1.914
C 0.605 0.301 -1.448
N -0.867 0.427 -1.027
N -1.706 -0.688 -1.255
H 0.989 1.280 -1.746
H -1.277 1.348 -1.172
H -1.208 -1.548 -0.997
H -2.487 -0.746 -0.600
C 1.681 -0.494 1.243
O 0.969 0.608 0.694
C -0.595 0.638 0.936
O -1.136 -0.286 1.511
O -0.886 1.938 1.194
H 2.244 -0.993 0.449
H 1.005 -1.225 1.696
H 2.387 -0.137 1.995
H -1.474 1.933 1.967
*
```


Model Q:
Below is C3H9N3O3 as an isolated structure, with properties calculated with the ωB97M-V functional and the def2-TZVPD basis.

The value obtained for the HOMO energy is -8.363 eV.

```
! RIJCOSX wB97M-V def2-TZVPD def2/J DEFGRID3
* xyz 0 1
C 1.816 1.390 -0.465
C 0.888 -0.858 0.320
O 1.072 0.247 -0.829
N 1.210 -0.615 1.530
H 2.177 -0.792 1.774
H 1.003 -1.786 -0.238
H 2.556 1.601 -1.240
H 2.339 1.240 0.487
H 1.148 2.250 -0.341
N -0.936 -0.625 0.377
C -1.298 0.293 -0.709
N -1.664 -1.846 0.481
O -1.437 1.542 -0.210
O -1.804 -0.115 -1.720
H -1.872 2.084 -0.884
H -0.836 -0.178 1.291
H -2.590 -1.633 0.845
H -1.774 -2.199 -0.468
*
```


Top of the stability list: model P, leading by 0.338 eV.


Model P:
Below is one molecule with the formula C2H3F2NO2, with properties calculated with the ωB97M-V functional and the def2-TZVPD basis.

The SMILES is O=C(NO)C(F)F. The value obtained for the HOMO energy is -10.200 eV.

```
! RIJCOSX wB97M-V def2-TZVPD def2/J DEFGRID3
* xyz 0 1
O 1.131 -1.260 0.535
C 0.348 -0.363 0.307
N 0.642 0.687 -0.495
O 1.689 0.524 -1.479
C -1.165 -0.190 0.812
F -1.598 0.867 1.496
F -1.912 -0.159 -0.348
H -0.107 1.276 -0.896
H 2.257 -0.177 -1.279
H -1.285 -1.206 1.348
*
```


Model Q:
Below is one molecule with the formula C2H3F2NO2, with properties calculated with the ωB97M-V functional and the def2-TZVPD basis.

The SMILES is CC(F)(F)[N+](=O)[O-]. The value obtained for the HOMO energy is -12.084 eV.

```
! RIJCOSX wB97M-V def2-TZVPD def2/J DEFGRID3
* xyz 0 1
C -0.393 0.554 0.911
C 0.346 0.316 -0.358
F -0.302 1.091 -1.386
F 1.555 0.758 -0.300
N 0.185 -1.070 -0.723
O -0.937 -1.456 -0.893
O 1.170 -1.709 -0.806
H -0.667 1.619 1.221
H -1.270 -0.104 0.797
H 0.314 0.001 1.536
*
```


Top of the stability list: model P, leading by 1.315 eV.


Model P:
Below is C5H7N5O3P as an isolated structure, with properties calculated with the ωB97M-V functional and the def2-TZVPD basis.

The value obtained for the HOMO energy is -13.214 eV.

```
! RIJCOSX wB97M-V def2-TZVPD def2/J DEFGRID3
* xyz 1 1
C -2.643 -0.310 -0.547
C 1.545 -1.468 -0.506
C -0.560 -0.449 0.183
C -1.159 1.093 0.368
C -0.019 -1.689 1.271
N -1.665 -1.093 -0.448
N -2.397 0.999 -0.088
N 1.047 -2.096 0.705
N 0.594 -0.363 -0.712
N -0.520 2.071 0.907
O 2.761 -0.833 -0.332
O 2.534 1.617 -1.215
O 1.883 1.030 1.265
P 2.239 0.727 -0.120
H -3.599 -0.577 -0.958
H 1.604 -2.202 -1.323
H -3.082 1.743 -0.118
H 1.573 -2.859 1.118
H 0.331 -0.240 -1.691
H 0.455 1.903 1.238
H -0.922 2.997 1.002
*
```


Model Q:
Below is C5H7N5O3P as an isolated structure, with properties calculated with the ωB97M-V functional and the def2-TZVPD basis.

The value obtained for the HOMO energy is -12.871 eV.

```
! RIJCOSX wB97M-V def2-TZVPD def2/J DEFGRID3
* xyz 1 1
C -1.432 2.308 0.528
C 1.413 -0.699 -1.094
C 0.238 1.260 -0.463
C -0.034 -1.488 0.764
C -0.857 0.382 -0.284
N -1.866 1.135 0.354
N -0.097 2.477 0.064
N 1.382 0.776 -0.973
N 1.183 -1.272 0.272
N -0.219 -1.506 2.095
O -2.176 -1.416 -2.119
O 0.436 -1.211 -1.925
O -0.959 -2.105 0.025
P -1.100 -1.092 -1.291
H -1.831 3.174 0.931
H 2.433 -1.135 -1.580
H 0.398 3.369 -0.045
H 2.228 1.123 -1.311
H 1.867 -1.557 0.934
H -1.164 -1.712 2.407
H 0.159 -0.810 2.712
*
```


Top of the stability list: model Q, leading by 1.403 eV.


Model P:
Below is one molecule with the formula C4H7ClN2S, with properties calculated with the ωB97M-V functional and the def2-TZVPD basis.

The SMILES is S/N=C\N/C=C\CCl. The value obtained for the HOMO energy is -8.515 eV.

```
! RIJCOSX wB97M-V def2-TZVPD def2/J DEFGRID3
* xyz 0 1
S 3.149 -0.506 -0.146
N 2.660 1.191 0.274
C 1.447 1.618 0.118
N 0.247 0.979 -0.334
C 0.043 -0.423 -0.096
C -1.068 -1.141 -0.055
C -2.580 -0.912 0.229
Cl -3.186 0.827 -0.145
H 4.415 -0.210 -0.258
H 1.432 2.764 0.215
H -0.496 1.620 -0.320
H 0.996 -0.892 -0.212
H -0.836 -2.246 -0.074
H -3.325 -1.454 -0.481
H -2.898 -1.214 1.287
*
```


Model Q:
Below is C4H7ClN2S as an isolated structure, with properties calculated with the ωB97M-V functional and the def2-TZVPD basis.

The value obtained for the HOMO energy is -8.487 eV.

```
! RIJCOSX wB97M-V def2-TZVPD def2/J DEFGRID3
* xyz 0 1
C 1.268 -2.206 0.607
C -0.099 -0.400 0.038
C -0.971 1.754 -0.470
C -0.880 2.522 0.670
H 0.941 -3.381 0.723
H 2.599 -2.038 0.395
H 1.174 -1.591 1.623
H 0.070 -0.116 1.131
H 0.191 -0.812 -2.576
H -1.010 2.193 -1.456
H -0.685 3.715 0.631
N 0.506 -1.530 -0.427
N -0.940 0.385 -0.712
S -1.251 -0.327 -2.396
Cl -0.913 1.832 2.218
*
```


Top of the stability list: model P, leading by 1.954 eV.


Model P:
Below is a 2-piece molecular cluster, CH2N2O overall, with properties calculated with the ωB97M-V functional and the def2-TZVPD basis.

The value obtained for the HOMO energy (alpha / beta) is -10.296 / -10.300 eV.

```
! RIJCOSX wB97M-V def2-TZVPD def2/J DEFGRID3
* xyz 0 1
C -0.499 0.045 0.207
N 0.591 0.795 0.316
N 0.560 -0.681 0.533
O -2.635 -0.032 -0.449
H 1.012 1.228 -0.502
H 0.972 -1.355 -0.104
*
```


Model Q:
Below is a 2-piece molecular cluster, CH2N2O overall, with properties calculated with the ωB97M-V functional and the def2-TZVPD basis.

The value obtained for the HOMO energy (alpha / beta) is -9.005 / -9.378 eV.

```
! RIJCOSX wB97M-V def2-TZVPD def2/J DEFGRID3
* xyz 0 1
C 0.156 -0.147 -0.569
N 0.935 -0.131 -1.472
N 2.464 1.510 0.795
O 1.470 1.195 1.306
H -0.844 -0.539 -0.423
H 0.493 0.377 0.438
*
```


Top of the stability list: model Q, leading by 4.379 eV.